A structure of composition C34H31BF2N10SW at a distorted geometry. Source: the Open Molecules 2025 dataset; level of theory: wB97M-V/def2-TZVPD.

For the maximum force, the calculation gives 0.0490 hartree/bohr. For the highest occupied orbital energy (spin up / spin down), the calculation gives -16.184 / -16.188 eV. The calculation puts the molecular weight at 844.407 g mol⁻¹. Its expectation value of S² is 0.77. The total energy is -69411.4356 eV.

ORCA input file:
```
! RIJCOSX wB97M-V def2-TZVPD def2/J DEFGRID3
* xyz 3 2
W 0.968 -0.361 -0.105
C 1.492 -4.056 -0.199
C 0.083 -3.604 -0.320
C -1.088 -4.372 -0.390
C -2.125 -3.465 -0.370
N -1.608 -2.221 -0.299
N -0.242 -2.308 -0.291
B -2.139 -0.796 -0.040
N -0.854 -1.090 2.258
C -0.197 -0.704 3.452
C 1.127 -0.669 3.663
C 2.157 -0.952 2.670
C 3.545 -1.237 3.152
N 1.843 -0.920 1.440
N -1.802 0.054 -1.290
C -2.576 0.620 -2.235
C -1.761 1.193 -3.187
C -0.455 0.928 -2.767
C 0.825 1.288 -3.422
N -0.485 0.235 -1.617
N -3.615 -0.640 0.309
C -4.704 -1.138 -0.303
C -5.845 -0.651 0.302
C -5.417 0.195 1.325
C -6.198 0.957 2.310
N -4.066 0.208 1.285
H 1.574 -4.772 0.619
H 2.155 -3.208 0.011
H 1.824 -4.568 -1.102
H -1.153 -5.438 -0.439
H -3.179 -3.641 -0.397
H -0.869 -0.528 4.286
H 1.480 -0.445 4.658
H 3.544 -2.147 3.753
H 3.904 -0.429 3.789
H 4.226 -1.363 2.313
H -3.647 0.598 -2.191
H -2.062 1.723 -4.068
H 0.732 2.244 -3.932
H 1.082 0.547 -4.180
H 1.640 1.343 -2.693
H -4.619 -1.802 -1.140
H -6.860 -0.870 0.038
H -7.116 0.427 2.553
H -6.494 1.925 1.902
H -5.633 1.125 3.225
F 3.481 4.245 1.716
C 3.595 3.156 0.973
C 2.500 2.297 0.893
C 2.534 1.176 0.076
C 3.760 0.840 -0.561
C 4.859 1.710 -0.419
F 6.015 1.439 -1.015
C 4.782 2.877 0.321
C 3.739 -0.365 -1.392
C 4.847 -0.905 -2.050
C 4.681 -1.970 -2.916
C 3.398 -2.468 -3.143
C 2.348 -1.932 -2.429
N 2.498 -0.935 -1.533
H 1.634 2.551 1.491
H 5.631 3.539 0.404
H 5.831 -0.492 -1.893
H 5.535 -2.388 -3.424
H 3.227 -3.256 -3.860
H 1.332 -2.296 -2.565
S -3.032 1.101 2.351
C -1.118 -0.280 1.173
N -0.398 0.860 0.973
C -1.051 2.026 0.681
C -0.501 2.990 -0.187
C -1.183 4.159 -0.460
C -2.405 4.430 0.147
C -2.972 3.493 1.001
C -2.324 2.296 1.241
H -1.515 -1.848 2.404
H 0.459 2.796 -0.646
H -0.755 4.876 -1.143
H -2.909 5.368 -0.029
H -3.914 3.697 1.485
*
```

Results of the Löwdin charge analysis, in e, for atoms 1 through 4:
1 W 1.852
2 C -0.010
3 C -0.301
4 C 0.041

A structure of composition C34H31BInN8O2Te. Source: the Open Molecules 2025 dataset; level of theory: wB97M-V/def2-TZVPD.

For the maximum force, the calculation gives 0.0131 hartree/bohr. For the highest occupied orbital energy, the calculation gives -10.052 eV. The calculation puts the molecular weight at 836.906 g mol⁻¹. The total energy is -64917.4553 eV.

ORCA input file:
```
! RIJCOSX wB97M-V def2-TZVPD def2/J DEFGRID3
* xyz 1 1
In 0.820 0.395 0.390
C 0.016 3.787 -0.059
O -0.358 2.527 0.508
C -1.637 2.391 1.010
C -2.632 3.331 0.815
C -3.901 3.097 1.331
C -4.157 1.931 2.035
C -3.150 0.998 2.234
C -1.874 1.213 1.724
N -0.785 0.315 1.896
N -1.123 -0.767 2.522
C -0.283 -1.747 2.834
C 1.154 -1.644 2.736
O 1.724 -0.676 2.166
C 1.951 -2.672 3.358
C 1.376 -3.735 3.951
C -0.053 -3.911 4.012
C -0.612 -5.048 4.613
C -1.976 -5.212 4.666
C -2.807 -4.236 4.110
C -2.274 -3.114 3.512
C -0.888 -2.926 3.462
H -0.171 4.583 0.661
H 1.077 3.717 -0.273
H -0.536 3.972 -0.982
H -2.430 4.241 0.269
H -4.680 3.832 1.185
H -5.140 1.751 2.446
H -3.334 0.100 2.804
H 3.025 -2.549 3.308
H 1.997 -4.502 4.400
H 0.048 -5.796 5.036
H -2.403 -6.090 5.131
H -3.881 -4.364 4.142
H -2.924 -2.372 3.071
C 3.229 -3.121 -0.556
C 1.951 -2.603 -0.381
N 1.973 -1.275 -0.499
N 3.262 -0.914 -0.731
C 4.025 -2.013 -0.775
B 3.692 0.568 -0.960
N 3.665 1.379 0.370
C 4.683 1.921 1.053
C 4.178 2.581 2.156
C 2.800 2.389 2.081
N 2.501 1.679 0.998
N 2.672 1.194 -1.937
C 2.846 1.584 -3.208
C 1.622 1.962 -3.725
C 0.725 1.760 -2.678
N 1.366 1.300 -1.606
H 3.530 -4.153 -0.540
H 1.025 -3.117 -0.169
H 5.080 -1.935 -0.976
H 4.793 0.591 -1.423
H 5.696 1.809 0.703
H 4.729 3.123 2.904
H 2.019 2.716 2.748
H 3.827 1.574 -3.651
H 1.409 2.334 -4.711
H -0.340 1.928 -2.649
C -0.955 -1.208 -2.962
Te -1.793 -0.867 -1.023
C -2.847 0.761 -1.926
C -2.547 0.693 -3.403
C -3.165 1.585 -4.278
C -2.869 1.559 -5.630
C -1.953 0.635 -6.120
C -1.344 -0.257 -5.257
C -1.635 -0.237 -3.895
H -1.126 -2.241 -3.258
H 0.120 -1.030 -2.912
H -2.513 1.696 -1.478
H -3.908 0.654 -1.708
H -3.883 2.300 -3.894
H -3.357 2.252 -6.302
H -1.723 0.607 -7.177
H -0.635 -0.982 -5.640
*
```

Results of the Löwdin charge analysis, in e, for atoms 1 through 4:
1 In 0.744
2 C -0.039
3 O -0.196
4 C -0.249

A structure of composition C34H31N6O3RhS2Te. Source: the Open Molecules 2025 dataset; level of theory: wB97M-V/def2-TZVPD.

For the maximum force, the calculation gives 0.0150 hartree/bohr. For the highest occupied orbital energy (spin up / spin down), the calculation gives -6.197 / -7.757 eV. The calculation puts the molecular weight at 866.301 g mol⁻¹. Its expectation value of S² is 6.02. The total energy is -82813.5941 eV. The value obtained for the energy above the lowest of the compared OMol25 structures with the same formula, charge and spin is 0.0 kcal/mol.

ORCA input file:
```
! RIJCOSX wB97M-V def2-TZVPD def2/J DEFGRID3
* xyz 0 5
Rh -0.061 -0.173 0.164
C 0.114 7.882 -1.825
O 0.429 6.560 -1.425
C 1.338 6.403 -0.423
C 1.990 7.435 0.225
C 2.883 7.152 1.257
C 3.099 5.845 1.642
C 2.439 4.802 0.995
C 1.571 5.066 -0.054
N 0.851 4.097 -0.772
C 0.915 2.725 -0.584
N 2.175 2.250 -0.587
C 2.749 0.990 -0.296
C 2.040 -0.158 0.048
C 2.788 -1.320 0.293
C 4.166 -1.341 0.185
C 4.857 -0.184 -0.163
C 4.153 0.977 -0.399
O 4.747 2.161 -0.781
C 5.928 2.530 -0.081
N -0.165 2.004 -0.484
C -1.378 2.713 -0.257
C -1.594 3.282 1.003
C -2.760 3.953 1.319
C -3.755 4.069 0.355
C -3.551 3.539 -0.904
C -2.366 2.878 -1.237
O -2.231 2.551 -2.549
C -1.767 1.246 -2.903
H -0.621 7.788 -2.619
H 0.997 8.398 -2.208
H -0.313 8.453 -0.998
H 1.809 8.460 -0.064
H 3.395 7.964 1.758
H 3.775 5.616 2.456
H 2.599 3.785 1.329
H -0.014 4.439 -1.163
H 2.871 2.932 -0.855
H 2.266 -2.233 0.554
H 4.715 -2.258 0.361
H 5.935 -0.196 -0.259
H 6.738 1.819 -0.247
H 5.731 2.610 0.991
H 6.226 3.499 -0.474
H -0.807 3.184 1.743
H -2.890 4.380 2.305
H -4.679 4.589 0.580
H -4.292 3.643 -1.686
H -1.794 1.212 -3.988
H -2.440 0.486 -2.498
H -0.756 1.064 -2.551
N -4.346 -0.298 1.471
C -3.129 0.281 1.313
N -2.151 -0.585 1.328
C -2.758 -1.828 1.507
C -2.190 -3.094 1.630
C -3.047 -4.159 1.826
C -4.436 -3.978 1.907
C -5.011 -2.728 1.801
C -4.142 -1.660 1.602
H -5.221 0.193 1.487
H -3.021 1.349 1.200
H -1.122 -3.242 1.545
H -2.639 -5.157 1.909
H -5.072 -4.842 2.057
H -6.083 -2.591 1.869
Te 0.771 0.860 2.667
C -0.343 0.344 4.328
C -1.153 -0.761 4.453
C -1.785 -0.840 5.715
C -1.461 0.210 6.528
S -0.372 1.280 5.771
H -1.293 -1.479 3.655
H -2.459 -1.634 6.006
H -1.822 0.400 7.528
S -0.837 -1.632 -1.723
C -0.097 -2.928 -0.949
N 0.422 -3.803 -0.390
*
```

Results of the Löwdin charge analysis, in e, for atoms 1 through 4:
1 Rh 0.635
2 C -0.068
3 O -0.086
4 C -0.223

Please write out number 1 again, unchanged.
A structure of composition C34H31BF2N10SW at a distorted geometry. Source: the Open Molecules 2025 dataset; level of theory: wB97M-V/def2-TZVPD.

For the maximum force, the calculation gives 0.0490 hartree/bohr. For the highest occupied orbital energy (spin up / spin down), the calculation gives -16.184 / -16.188 eV. The calculation puts the molecular weight at 844.407 g mol⁻¹. Its expectation value of S² is 0.77. The total energy is -69411.4356 eV.

ORCA input file:
```
! RIJCOSX wB97M-V def2-TZVPD def2/J DEFGRID3
* xyz 3 2
W 0.968 -0.361 -0.105
C 1.492 -4.056 -0.199
C 0.083 -3.604 -0.320
C -1.088 -4.372 -0.390
C -2.125 -3.465 -0.370
N -1.608 -2.221 -0.299
N -0.242 -2.308 -0.291
B -2.139 -0.796 -0.040
N -0.854 -1.090 2.258
C -0.197 -0.704 3.452
C 1.127 -0.669 3.663
C 2.157 -0.952 2.670
C 3.545 -1.237 3.152
N 1.843 -0.920 1.440
N -1.802 0.054 -1.290
C -2.576 0.620 -2.235
C -1.761 1.193 -3.187
C -0.455 0.928 -2.767
C 0.825 1.288 -3.422
N -0.485 0.235 -1.617
N -3.615 -0.640 0.309
C -4.704 -1.138 -0.303
C -5.845 -0.651 0.302
C -5.417 0.195 1.325
C -6.198 0.957 2.310
N -4.066 0.208 1.285
H 1.574 -4.772 0.619
H 2.155 -3.208 0.011
H 1.824 -4.568 -1.102
H -1.153 -5.438 -0.439
H -3.179 -3.641 -0.397
H -0.869 -0.528 4.286
H 1.480 -0.445 4.658
H 3.544 -2.147 3.753
H 3.904 -0.429 3.789
H 4.226 -1.363 2.313
H -3.647 0.598 -2.191
H -2.062 1.723 -4.068
H 0.732 2.244 -3.932
H 1.082 0.547 -4.180
H 1.640 1.343 -2.693
H -4.619 -1.802 -1.140
H -6.860 -0.870 0.038
H -7.116 0.427 2.553
H -6.494 1.925 1.902
H -5.633 1.125 3.225
F 3.481 4.245 1.716
C 3.595 3.156 0.973
C 2.500 2.297 0.893
C 2.534 1.176 0.076
C 3.760 0.840 -0.561
C 4.859 1.710 -0.419
F 6.015 1.439 -1.015
C 4.782 2.877 0.321
C 3.739 -0.365 -1.392
C 4.847 -0.905 -2.050
C 4.681 -1.970 -2.916
C 3.398 -2.468 -3.143
C 2.348 -1.932 -2.429
N 2.498 -0.935 -1.533
H 1.634 2.551 1.491
H 5.631 3.539 0.404
H 5.831 -0.492 -1.893
H 5.535 -2.388 -3.424
H 3.227 -3.256 -3.860
H 1.332 -2.296 -2.565
S -3.032 1.101 2.351
C -1.118 -0.280 1.173
N -0.398 0.860 0.973
C -1.051 2.026 0.681
C -0.501 2.990 -0.187
C -1.183 4.159 -0.460
C -2.405 4.430 0.147
C -2.972 3.493 1.001
C -2.324 2.296 1.241
H -1.515 -1.848 2.404
H 0.459 2.796 -0.646
H -0.755 4.876 -1.143
H -2.909 5.368 -0.029
H -3.914 3.697 1.485
*
```

Results of the Löwdin charge analysis, in e, for atoms 1 through 4:
1 W 1.852
2 C -0.010
3 C -0.301
4 C 0.041